[1]
{"formula": "C5H11NO", "method": "ωB97M-V/def2-TZVPD", "energy_ha": -327.1267, "spin_multiplicity": 1, "smiles": "CNC(=O)C(C)C", "relative_energy_kcal_mol": 2.9, "homo_energy_ev": -9.5201, "elements": ["O", "N", "C", "C", "C", "C", "C", "H", "H", "H", "H", "H", "H", "H", "H", "H", "H", "H"], "positions_angstrom": [[-1.67594, -0.75264, -0.80092], [-0.33859, -0.92755, 1.00825], [1.77155, 0.55138, -0.28205], [-0.21074, 1.79357, -1.23927], [0.39892, 0.41975, -0.94314], [-0.63199, -0.46216, -0.23501], [-1.22873, -1.84866, 1.68041], [-2.00371, -1.33539, 2.25767], [2.44502, 1.10270, -0.94743], [-0.66052, -2.49406, 2.35377], [2.22745, -0.42337, -0.07743], [0.48140, -0.59523, 1.48374], [0.50825, -0.10475, -1.90007], [-0.27394, 2.39609, -0.32530], [0.40670, 2.33948, -1.96144], [1.72220, 1.11888, 0.65729], [-1.72163, -2.45994, 0.92460], [-1.21569, 1.68190, -1.65367]], "forces_ev_per_angstrom": [[0.21, 0.02, 0.13], [0.05, 0.08, -0.16], [-0.01, -0.04, 0.03], [-0.07, 0.03, -0.01], [-0.04, -0.06, -0.06], [-0.10, 0.09, 0.00], [-0.11, -0.10, 0.13], [0.05, 0.00, -0.06], [-0.09, -0.10, 0.12], [-0.02, 0.09, -0.09], [-0.05, 0.13, -0.04], [0.00, -0.04, -0.08], [0.12, 0.11, 0.05], [-0.01, -0.08, -0.10], [-0.08, -0.09, 0.13], [-0.04, -0.09, -0.13], [0.02, 0.04, 0.09], [0.14, 0.02, 0.05]], "mulliken_charge": [-0.66, -0.14, -1.70, -1.42, 0.99, 0.24, -0.90, 0.27, 0.41, 0.34, 0.39, 0.22, 0.20, 0.35, 0.36, 0.37, 0.31, 0.37]}


[2]
{"formula": "C4H5HgLiO2", "method": "ωB97M-V/def2-TZVPD", "energy_ha": -466.7082, "spin_multiplicity": 3, "s_squared": 2.04, "relative_energy_kcal_mol": 0.0, "homo_energy_ev": [-5.7049, -7.9411], "elements": ["Hg", "O", "O", "C", "C", "C", "C", "Li", "H", "H", "H", "H", "H"], "positions_angstrom": [[-1.35261, 0.50981, -1.72878], [-2.27615, -0.06745, 0.12774], [1.70388, 1.77532, -0.79425], [1.00434, 0.95524, -0.06400], [0.86726, -0.41305, -0.30886], [-0.14167, -1.26785, 0.19288], [-1.44755, -0.87252, 0.83526], [2.24442, 3.40733, -1.00310], [0.48943, 1.37320, 0.82304], [-1.93188, -1.77799, 1.26882], [-0.73076, -0.43959, 1.70410], [1.65316, -0.86704, -0.92478], [-0.08188, -2.31541, -0.12806]], "forces_ev_per_angstrom": [[-0.19, 0.08, -0.38], [-0.40, 0.56, 0.31], [0.69, 0.83, 0.09], [-0.58, 0.12, 0.51], [-0.22, -0.55, 0.40], [0.37, -1.21, -1.93], [3.16, -0.31, 1.90], [-0.23, -0.80, 0.02], [-0.06, -0.11, -0.45], [0.11, 0.58, -0.40], [-2.48, 0.40, -0.24], [-0.43, 0.16, -0.06], [0.27, 0.25, 0.22]], "mulliken_spin": [0.69, 0.25, 0.14, 0.38, -0.06, 0.48, 0.01, 0.01, 0.00, 0.01, 0.04, -0.02, 0.05]}


Repeat the first record exactly.
{"formula": "C5H11NO", "method": "ωB97M-V/def2-TZVPD", "energy_ha": -327.1267, "spin_multiplicity": 1, "smiles": "CNC(=O)C(C)C", "relative_energy_kcal_mol": 2.9, "homo_energy_ev": -9.5201, "elements": ["O", "N", "C", "C", "C", "C", "C", "H", "H", "H", "H", "H", "H", "H", "H", "H", "H", "H"], "positions_angstrom": [[-1.67594, -0.75264, -0.80092], [-0.33859, -0.92755, 1.00825], [1.77155, 0.55138, -0.28205], [-0.21074, 1.79357, -1.23927], [0.39892, 0.41975, -0.94314], [-0.63199, -0.46216, -0.23501], [-1.22873, -1.84866, 1.68041], [-2.00371, -1.33539, 2.25767], [2.44502, 1.10270, -0.94743], [-0.66052, -2.49406, 2.35377], [2.22745, -0.42337, -0.07743], [0.48140, -0.59523, 1.48374], [0.50825, -0.10475, -1.90007], [-0.27394, 2.39609, -0.32530], [0.40670, 2.33948, -1.96144], [1.72220, 1.11888, 0.65729], [-1.72163, -2.45994, 0.92460], [-1.21569, 1.68190, -1.65367]], "forces_ev_per_angstrom": [[0.21, 0.02, 0.13], [0.05, 0.08, -0.16], [-0.01, -0.04, 0.03], [-0.07, 0.03, -0.01], [-0.04, -0.06, -0.06], [-0.10, 0.09, 0.00], [-0.11, -0.10, 0.13], [0.05, 0.00, -0.06], [-0.09, -0.10, 0.12], [-0.02, 0.09, -0.09], [-0.05, 0.13, -0.04], [0.00, -0.04, -0.08], [0.12, 0.11, 0.05], [-0.01, -0.08, -0.10], [-0.08, -0.09, 0.13], [-0.04, -0.09, -0.13], [0.02, 0.04, 0.09], [0.14, 0.02, 0.05]], "mulliken_charge": [-0.66, -0.14, -1.70, -1.42, 0.99, 0.24, -0.90, 0.27, 0.41, 0.34, 0.39, 0.22, 0.20, 0.35, 0.36, 0.37, 0.31, 0.37]}